Formula: C14H22N6OS2V
Source: the OMol25 dataset
Level of theory: ωB97M-V/def2-TZVPD

Positions of all 46 atoms, in Å:
V  -0.627  0.145  -0.148
C  -0.493  5.818  -0.823
C  -1.475  4.795  -0.391
N  -2.630  5.018  0.144
N  -3.159  3.771  0.345
C  -2.370  2.783  -0.033
S  -2.701  1.102  0.059
N  -1.286  3.422  -0.520
N  -0.167  2.732  -0.998
H  -0.847  6.793  -0.499
H  -0.391  5.826  -1.909
H  0.491  5.645  -0.381
H  -4.075  3.677  0.757
H  -0.187  2.746  -2.015
H  0.672  3.208  -0.683
C  -0.440  -2.478  4.752
C  -0.603  -1.269  3.835
S  0.579  -1.312  2.497
O  0.143  -0.137  1.557
C  0.140  -2.826  1.644
C  -1.320  -2.993  1.262
H  -1.005  -2.299  5.666
H  0.600  -2.635  5.040
H  -0.823  -3.394  4.302
H  -0.366  -0.339  4.352
H  -1.594  -1.177  3.391
H  0.479  -3.613  2.323
H  0.813  -2.836  0.783
H  -1.973  -3.052  2.131
H  -1.430  -3.925  0.706
H  -1.681  -2.189  0.623
N  0.256  -2.124  -3.489
C  -0.659  -1.447  -2.802
N  -0.109  -0.670  -1.879
C  1.288  -0.873  -1.990
C  2.348  -0.317  -1.271
C  3.619  -0.740  -1.601
C  3.839  -1.685  -2.619
C  2.797  -2.231  -3.339
C  1.520  -1.801  -2.995
H  0.057  -2.751  -4.253
H  -1.718  -1.522  -2.993
H  2.194  0.422  -0.494
H  4.471  -0.333  -1.071
H  4.854  -1.986  -2.848
H  2.970  -2.953  -4.127

Forces on atoms 1 to 6 (eV/Å):
0.212 1.233 0.235
-0.009 -0.051 0.025
0.020 0.008 -0.096
-0.001 -0.373 -0.009
-0.353 0.329 0.175
0.010 -0.157 0.003

Results
Max |F|   1.275 eV/Å
E_HOMO (spin up / spin down)   -13.9 / -14.9 eV
Total charge   +2
Spin multiplicity   4
Relative energy (zero: lowest compared OMol25 entry of this formula, charge and spin)   18.26 kJ/mol

---

Formula: C23H55BrN7O9P3S
Source: the OMol25 dataset
Level of theory: ωB97M-V/def2-TZVPD

Positions of all 99 atoms, in Å:
C  5.416  3.053  3.338
O  4.190  2.220  3.116
C  4.537  1.236  2.075
C  3.920  1.751  0.630
C  2.317  1.414  0.573
C  1.353  2.780  0.553
N  0.465  2.891  1.773
C  -0.605  1.807  1.748
C  -0.710  0.941  3.150
C  0.723  0.691  3.905
Br  0.308  0.592  5.900
C  -0.118  4.274  1.958
C  -1.018  4.827  0.705
O  -1.467  4.118  -0.333
O  -1.431  6.268  0.739
C  -1.126  4.313  3.292
O  -2.461  4.450  3.207
O  -0.558  4.232  4.677
P  1.222  5.633  2.327
O  1.905  6.295  0.837
O  0.366  6.995  3.080
S  2.562  5.068  3.621
H  6.338  2.410  3.687
H  5.127  3.781  4.234
H  5.631  3.691  2.368
H  4.056  0.204  2.427
H  5.705  1.039  2.029
H  4.433  1.058  -0.195
H  4.204  2.853  0.357
H  2.112  0.791  -0.425
H  2.060  0.687  1.456
H  2.089  3.674  0.388
H  0.707  2.677  -0.438
H  -1.696  2.235  1.521
H  -0.423  0.998  0.889
H  -1.551  1.368  3.882
H  -1.112  -0.139  2.839
H  1.501  1.559  3.802
H  1.197  -0.341  3.557
H  2.893  6.140  0.944
H  0.069  6.743  4.004
O  -3.443  -0.655  0.867
P  -4.970  -0.454  0.713
N  -5.196  -2.131  0.397
C  -6.049  -2.755  -0.604
C  -5.052  -2.994  1.572
N  -4.768  0.366  -0.804
C  -5.377  -0.026  -2.065
C  -3.428  0.902  -1.110
N  -6.727  -0.223  0.535
C  -7.055  1.226  0.641
C  -7.571  -0.840  1.582
H  -7.113  -2.583  -0.459
H  -5.915  -3.844  -0.623
H  -5.793  -2.448  -1.615
H  -5.852  -2.837  2.301
H  -4.103  -2.796  2.082
H  -5.042  -4.060  1.317
H  -4.845  -0.863  -2.527
H  -5.349  0.804  -2.781
H  -6.435  -0.274  -1.965
H  -2.736  0.102  -1.405
H  -3.010  1.437  -0.249
H  -3.460  1.635  -1.926
H  -6.758  1.625  1.618
H  -8.128  1.397  0.502
H  -6.560  1.831  -0.123
H  -7.221  -0.573  2.585
H  -7.611  -1.927  1.511
H  -8.615  -0.523  1.481
O  3.934  -1.498  -1.630
P  4.085  -2.607  -2.700
N  2.617  -2.128  -3.458
C  1.551  -2.971  -3.978
C  2.704  -0.874  -4.210
N  3.724  -3.851  -1.543
C  2.653  -4.828  -1.660
C  3.852  -3.505  -0.116
N  4.259  -3.883  -3.929
C  5.455  -4.717  -3.620
C  4.514  -3.421  -5.311
H  1.843  -3.600  -4.817
H  0.699  -2.374  -4.326
H  1.120  -3.612  -3.213
H  3.343  -0.964  -5.092
H  3.122  -0.077  -3.584
H  1.725  -0.511  -4.546
H  1.683  -4.397  -1.393
H  2.824  -5.671  -0.980
H  2.595  -5.277  -2.653
H  3.007  -2.890  0.223
H  4.786  -2.967  0.079
H  3.889  -4.401  0.518
H  6.368  -4.111  -3.630
H  5.564  -5.531  -4.346
H  5.394  -5.202  -2.643
H  5.341  -2.703  -5.345
H  3.641  -2.962  -5.775
H  4.759  -4.264  -5.968

Forces on atoms 1 to 6 (eV/Å):
-1.167 0.869 0.893
3.451 -0.380 -0.823
-0.433 -0.103 -0.312
0.459 -2.030 -0.165
-0.095 0.157 -0.455
0.391 -1.165 -1.451

Results
Max |F|   9.290 eV/Å
E_HOMO   -1.2 eV
Total charge   -2

---

Formula: C33H32F3N4O2W
Source: the OMol25 dataset
Level of theory: ωB97M-V/def2-TZVPD

Positions of all 75 atoms, in Å:
W  -0.286  -0.099  -0.017
C  0.165  5.324  3.798
C  0.491  4.233  2.820
C  1.526  4.355  1.913
C  1.840  3.370  0.949
C  3.019  3.719  0.193
N  3.393  3.456  -1.015
C  2.652  2.821  -2.108
C  3.644  2.127  -3.036
C  2.964  1.399  -4.181
N  2.155  0.291  -3.648
C  1.739  -0.721  -4.328
C  0.949  -1.788  -3.792
C  0.650  -2.859  -4.646
C  -0.076  -3.974  -4.244
C  -0.363  -5.115  -5.177
C  -0.499  -3.984  -2.925
C  -0.249  -2.920  -2.041
C  -0.671  -3.055  -0.686
N  -0.621  -2.164  0.259
C  -1.163  -2.603  1.581
C  -2.575  -2.066  1.759
C  -2.572  -0.592  2.150
N  -1.544  0.163  1.421
C  -0.351  0.585  1.997
C  0.140  1.990  1.956
C  -0.164  3.002  2.850
C  1.096  2.174  0.956
O  1.256  1.141  0.065
C  0.474  -1.795  -2.460
O  0.737  -0.793  -1.635
H  0.460  6.299  3.417
H  0.690  5.159  4.741
H  -0.901  5.351  4.016
H  2.125  5.260  1.932
H  3.721  4.356  0.724
H  4.290  3.850  -1.283
H  2.109  3.611  -2.632
H  1.929  2.140  -1.663
H  4.257  1.423  -2.466
H  4.323  2.863  -3.473
H  3.707  0.987  -4.862
H  2.310  2.063  -4.749
H  1.886  0.301  -2.664
H  2.024  -0.766  -5.376
H  1.011  -2.816  -5.668
H  -0.078  -4.872  -6.198
H  -1.424  -5.365  -5.171
H  0.191  -6.005  -4.875
H  -1.048  -4.843  -2.553
H  -1.071  -4.031  -0.412
H  -0.491  -2.242  2.361
H  -1.131  -3.691  1.614
H  -3.082  -2.622  2.548
H  -3.144  -2.231  0.841
H  -2.350  -0.483  3.212
H  -3.546  -0.136  1.968
H  0.012  0.004  2.850
H  -0.907  2.817  3.619
F  -2.191  8.139  -2.922
C  -3.303  7.410  -2.751
F  -3.998  7.446  -3.889
F  -4.029  7.974  -1.789
C  -2.926  5.981  -2.408
C  -2.157  5.271  -3.328
C  -1.776  3.979  -3.042
C  -2.169  3.394  -1.828
C  -2.960  4.110  -0.918
C  -3.337  5.408  -1.213
C  -1.777  2.080  -1.497
C  -1.472  0.928  -1.187
H  -1.875  5.736  -4.263
H  -1.199  3.405  -3.755
H  -3.278  3.643  0.004
H  -3.951  5.971  -0.525

Forces on atoms 1 to 6 (eV/Å):
0.105 -0.243 0.508
-0.015 -0.001 -0.001
0.087 0.028 -0.031
-0.049 -0.023 0.058
0.181 -0.027 0.027
-0.072 -0.020 -0.029

Results
Max |F|   0.579 eV/Å
E_HOMO   -16.6 eV
Total charge   +3

---

Formula: C23H59N5O10
Source: the OMol25 dataset
Level of theory: ωB97M-V/def2-TZVPD

Positions of all 97 atoms, in Å:
O  5.191  3.358  -0.862
C  4.301  2.687  -1.277
O  4.366  1.338  -1.275
C  2.969  3.274  -1.762
O  2.057  3.210  -0.671
C  1.012  2.344  -0.766
O  0.765  1.540  0.059
O  0.183  2.645  -1.820
H  3.838  0.971  -2.002
H  3.126  4.318  -2.046
H  2.589  2.721  -2.632
H  0.372  2.119  -2.608
C  7.500  3.056  4.395
O  7.039  3.234  3.073
C  6.905  2.051  2.304
C  5.579  1.308  2.503
C  5.476  0.558  3.826
N  4.414  2.180  2.349
H  8.233  2.243  4.452
H  6.689  2.843  5.095
H  7.984  3.984  4.698
H  6.962  2.373  1.262
H  7.754  1.382  2.503
H  5.530  0.570  1.695
H  5.284  1.242  4.654
H  4.645  -0.146  3.789
H  6.391  0.004  4.044
H  4.432  2.579  1.416
H  4.532  2.976  2.972
C  -2.826  2.489  -0.768
O  -3.033  1.661  -1.897
C  -3.263  0.292  -1.612
C  -4.702  -0.062  -1.228
C  -5.077  0.358  0.188
N  -5.691  0.471  -2.170
H  -2.308  1.945  0.029
H  -3.764  2.892  -0.378
H  -2.197  3.318  -1.087
H  -3.011  -0.242  -2.533
H  -2.568  -0.045  -0.831
H  -4.761  -1.153  -1.280
H  -5.266  1.432  0.247
H  -5.988  -0.146  0.510
H  -4.291  0.112  0.903
H  -5.520  0.092  -3.096
H  -5.539  1.472  -2.261
C  -5.364  2.231  7.099
O  -5.420  2.890  5.851
C  -4.256  2.788  5.052
C  -4.177  1.519  4.197
C  -3.832  0.261  4.985
N  -5.394  1.276  3.421
H  -4.359  2.287  7.530
H  -5.656  1.180  7.028
H  -6.060  2.740  7.765
H  -4.287  3.652  4.382
H  -3.360  2.885  5.680
H  -3.368  1.694  3.479
H  -4.693  -0.100  5.549
H  -3.535  -0.535  4.302
H  -3.013  0.439  5.684
H  -5.558  2.055  2.790
H  -6.187  1.280  4.057
C  3.114  -0.226  -5.521
O  3.837  -0.176  -4.304
C  4.392  -1.411  -3.870
C  5.732  -1.781  -4.512
C  5.615  -2.287  -5.945
N  6.710  -0.696  -4.465
H  2.584  -1.177  -5.624
H  3.762  -0.085  -6.388
H  2.384  0.583  -5.503
H  4.555  -1.288  -2.796
H  3.657  -2.215  -4.002
H  6.131  -2.598  -3.901
H  5.447  -1.466  -6.643
H  6.542  -2.777  -6.240
H  4.797  -3.003  -6.052
H  6.910  -0.440  -3.504
H  6.305  0.133  -4.890
C  -5.293  -3.995  -2.852
O  -4.643  -3.551  -1.678
C  -4.669  -4.444  -0.579
C  -3.569  -5.511  -0.603
C  -3.812  -6.629  -1.610
N  -2.237  -4.948  -0.826
H  -6.171  -4.603  -2.611
H  -4.630  -4.574  -3.499
H  -5.621  -3.108  -3.395
H  -4.521  -3.818  0.305
H  -5.661  -4.908  -0.497
H  -3.566  -5.958  0.397
H  -3.599  -6.298  -2.628
H  -3.153  -7.470  -1.398
H  -4.845  -6.981  -1.574
H  -2.006  -4.300  -0.079
H  -2.265  -4.384  -1.671

Forces on atoms 1 to 6 (eV/Å):
0.257 0.170 0.283
-0.513 -0.160 -0.321
0.172 -0.044 -0.305
0.045 0.170 -0.396
0.095 -0.366 0.192
-0.108 0.667 -0.426

Results
Max |F|   0.798 eV/Å
E_HOMO   -8.8 eV